The following is a DFT calculation (ωB97M-V with the def2-TZVPD basis set) of a molecular structure, C39H44Ge2N7O5SSn.

```
99
Properties=species:S:1:pos:R:3:lowdin_charge:R:1
H 2.09826 2.39775 5.11389 0.0569
O -2.03213 -0.47107 -0.87658 -0.1534
H 3.96314 3.94238 2.61243 0.0545
O -0.81666 -1.62628 1.51608 -0.2380
H 2.02504 -3.51891 -5.44834 0.1048
H 3.76880 -0.87185 3.35233 0.0182
H 3.68211 1.51692 2.10226 0.0079
C 2.82011 2.09002 2.48016 -0.4164
C -0.30477 1.82997 8.03667 -0.0983
C 1.58403 -2.98418 -4.61687 -0.0608
H -4.66906 -1.67755 4.18947 0.0577
C 0.42012 -1.11380 -3.72125 -0.3271
H 0.68361 6.57742 0.63476 0.0956
N -0.72777 2.47018 -0.84945 -0.0922
H 2.32225 2.47755 1.58330 0.0128
H -1.77988 1.55879 -5.16772 0.1029
C -2.15404 3.96731 -2.16597 -0.0253
C -3.31138 0.26383 1.96905 -0.3062
O -2.88794 -2.66924 -2.64105 0.1271
O -0.61948 -4.53532 1.01886 0.0823
C 1.61038 -3.52297 -3.33738 -0.0490
C -3.94315 1.19861 3.00642 -0.1662
C 3.91499 0.65672 -0.85602 -0.8847
S 2.75949 1.16052 -1.96995 0.5653
H -3.39650 5.12253 -3.42668 0.0994
H -3.13855 -3.01859 2.76711 0.0669
H 0.25818 4.94692 -1.16362 0.1155
C 0.27398 5.60450 0.87975 -0.0936
C 1.59926 2.94677 7.12112 -0.0821
C -0.47976 4.01215 2.50333 -0.0805
H -1.29226 0.43782 6.77262 0.0949
H 1.02553 -3.17966 -1.29511 0.1093
H 4.26700 -0.81968 5.79500 0.0532
H 2.43275 3.63273 7.21782 0.0996
C -1.01771 0.15637 4.16197 -0.2392
H 2.44469 -1.58565 4.24695 0.0372
H -0.66288 3.72304 3.53161 0.1029
C 0.35381 1.37858 5.73972 -0.2370
H -2.29411 4.62283 -1.31814 0.1078
C 1.40914 2.26387 5.92825 -0.0712
O -2.72296 -5.16700 -1.01229 0.1378
C -1.89024 2.25824 -4.35051 -0.0298
H 2.05620 -4.48702 -3.13692 0.1039
C 0.73659 2.73831 8.18543 -0.1098
H 0.91130 -1.29438 -5.79073 0.1103
C -1.29368 -3.74910 0.38097 -0.3259
C -2.22778 -4.09897 -0.77373 -0.2486
H 2.56806 3.91227 3.67086 0.0445
C -1.39003 -2.30869 0.51291 -0.2928
H 2.79720 0.09737 6.10063 0.0467
C -1.96859 -1.70795 -0.61016 -0.3758
C 3.36611 3.29050 3.26141 -0.2026
H -1.11842 2.11882 1.72871 0.0739
Sn 0.14771 0.38642 -0.62526 1.2403
C -0.48916 1.16069 6.83755 -0.0474
C -2.63946 3.39330 -4.47619 -0.1071
C 3.56194 -0.10650 5.35025 -0.1955
H 2.22478 -1.16700 0.80346 -0.0019
N 5.05487 1.38477 -0.70222 0.0738
C -0.50525 3.43412 0.15229 -0.3117
C -2.71512 -2.43135 3.58746 -0.3048
H -4.36522 0.65303 3.85389 0.0512
H 0.88174 3.25795 9.12460 0.0914
H -3.42733 -1.47837 5.42230 0.0541
C -0.74079 3.10477 1.48662 -0.0435
H 4.01151 2.98904 4.09142 0.0463
C -3.79031 -2.14619 4.63727 -0.1736
N -0.51409 0.79349 -2.96265 -0.0248
C 0.18510 0.69478 4.41045 -0.3415
C -1.25689 1.94859 -3.13396 -0.2052
H -2.90316 0.82904 1.13391 0.0414
C 2.95126 -0.63452 4.05048 -0.4293
Ge -1.90986 -0.84186 2.77943 0.8979
C -1.34842 2.79934 -1.99581 -0.2395
H 0.21070 5.98564 2.99690 0.0947
C -2.77032 4.24048 -3.35388 -0.0876
H 5.02412 2.30385 -1.10769 0.0795
H 5.59200 1.28857 0.14501 0.0952
H -4.12564 -3.06472 5.12421 0.0620
H 4.10728 0.82726 5.18516 0.0483
C 0.03336 4.69278 -0.13486 -0.0453
C 0.01161 5.27461 2.20523 -0.1084
N 2.76341 -1.29523 -0.07274 -0.0084
C -2.46175 -2.78861 -1.52012 -0.2725
N 0.44992 -1.61742 -2.49708 0.0744
H -4.05816 -0.40868 1.53956 0.0733
N -0.23765 0.11679 -3.97598 0.1091
H 4.53855 -0.52687 0.65827 0.1372
N 3.85957 -0.44075 -0.08582 -0.0841
H -1.78371 0.27528 4.93846 0.0339
H -1.90206 -3.02736 4.00656 0.0742
H -4.74948 1.78628 2.56180 0.0674
C 0.97318 -1.76228 -4.81868 -0.0039
H -3.14391 3.62697 -5.40362 0.0906
H 3.08130 -2.25009 -0.18155 0.0889
C 1.03431 -2.79739 -2.30940 -0.1265
Ge 1.63348 0.46426 2.95545 0.9034
H -3.20901 1.89961 3.40763 0.0567
H -0.97448 1.63353 8.86572 0.0941
```

- Largest force on an atom: 0.37 eV/Å
- Frontier orbital gap: 0.171 Eh
- HOMO level: -3.48 eV
- Total charge: -1